Record 1
Molecular formula: C5H9NO
Method: DFT, wB97M-V/def2-TZVPD

Its multiplicity is 1. The orbital gap is 10.63 eV. As for the electronic energy: -325.886726 Ha. The SMILES is C=CCCNC=O.

The geometry in XYZ format:
```
16
Properties=species:S:1:pos:R:3:forces:R:3:nbo_charge:R:1
C -0.69297 -0.63393 2.51120 -0.7 0.5 -0.4 -0.37
C -0.12345 -0.90216 1.33824 0.1 -0.3 1.5 -0.21
C 0.87837 0.01434 0.71016 -0.2 -0.1 -1.1 -0.45
C 0.85305 -0.06186 -0.82057 0.6 -0.1 -0.2 -0.21
N -0.43515 0.38429 -1.30849 -0.3 -0.3 0.4 -0.63
C -0.72215 1.00543 -2.47887 0.4 0.0 0.3 0.54
O -1.74786 1.60730 -2.69356 -0.2 -0.2 -0.3 -0.60
H -0.72926 0.38574 2.88634 0.4 -0.1 0.3 0.19
H -1.27569 -1.36191 3.06491 0.0 0.0 -0.2 0.20
H -0.28523 -1.91807 0.98820 0.5 0.0 -0.4 0.20
H 1.88561 -0.25626 1.03427 0.0 -0.1 0.1 0.23
H 0.70970 1.05441 0.99916 -0.1 -0.1 0.2 0.22
H 1.66120 0.55349 -1.21299 -0.1 0.3 -0.1 0.20
H 1.12144 -1.07087 -1.16102 -0.4 -0.1 0.2 0.18
H -1.19500 0.29598 -0.64310 0.0 0.3 -0.2 0.40
H 0.09740 0.90407 -3.21386 0.0 0.2 0.0 0.10
```
Positions in Å, forces in eV/Å.

---

Record 2
Molecular formula: C14H40Li5O12S
Method: DFT, wB97M-V/def2-TZVPD

Its multiplicity is 2. The orbital gap (spin up / spin down) is 3.93 / 4.92 eV. As for the electronic energy: -1896.153243 Ha.

The geometry in XYZ format:
```
72
Properties=species:S:1:pos:R:3:forces:R:3:mulliken_spin:R:1
Li 3.21506 3.77622 0.44178 0.9 0.6 0.0 0.02
Li -0.41116 4.40527 -2.31055 0.5 -1.1 -0.2 0.22
Li 4.77479 1.67157 -1.08187 -0.2 1.3 1.5 0.04
Li 0.40520 2.05748 -4.70553 -0.2 0.2 0.8 0.61
Li 2.51551 2.69744 -2.68866 -0.7 0.1 0.9 0.32
S 5.58798 4.77743 0.11350 2.7 4.9 -1.5 0.00
O 4.42519 5.51969 0.51830 -3.7 1.7 1.4 0.00
O 5.11944 3.42760 0.13428 -1.9 -8.0 -0.2 -0.01
O 5.84231 5.10324 -1.29541 0.9 -0.2 -0.6 0.00
O 6.67368 5.00923 1.03819 0.7 -0.5 -0.1 0.00
O 0.30027 2.54934 -2.55042 0.5 1.1 -0.2 -0.05
C 0.36348 1.41957 -1.69222 1.5 -1.0 0.0 -0.07
C 1.29910 1.56285 -0.41400 -0.4 0.0 0.5 0.05
O 2.66679 1.87255 -0.49230 0.4 1.2 -2.2 -0.04
H 0.74793 0.59761 -2.29610 0.5 -0.5 -0.1 -0.01
H -0.61579 1.01527 -1.43599 -0.3 0.5 0.6 -0.04
H 1.31060 0.73871 0.29927 -1.0 -1.0 -0.6 -0.01
H 0.74313 2.28255 0.18684 0.0 1.0 0.2 -0.04
O 4.06140 0.02578 1.79644 -0.1 -0.4 0.0 0.00
H 3.45961 0.43389 1.17394 -0.3 0.5 -0.5 0.00
H 4.39135 0.75346 2.32354 0.3 0.3 0.2 0.00
O 1.49156 5.02342 0.95868 -0.1 -0.6 -0.6 -0.01
H 0.76311 4.40294 0.93430 -0.4 -0.3 0.2 0.00
H 1.22812 5.67748 1.60601 0.3 0.3 0.3 0.00
C -2.29929 -4.21329 -4.25011 0.2 -1.6 0.8 0.00
C -1.44723 -2.99451 -4.03042 1.3 -0.1 0.2 0.00
C -0.19779 -3.25547 -3.12747 -1.8 0.2 -0.2 0.00
O -0.89945 -2.44347 -5.22245 -0.7 0.5 -0.5 0.00
H -1.70069 -5.11923 -4.34526 0.5 0.0 -0.6 0.00
H -3.06146 -4.27009 -5.02728 0.2 0.7 0.0 0.00
H -2.76280 -4.47634 -3.29930 -0.5 0.4 0.2 0.00
H -2.08190 -2.24802 -3.55288 0.2 0.4 -0.2 0.00
H 0.44984 -3.94271 -3.67187 0.2 0.0 0.3 0.00
H -0.52670 -3.66573 -2.17269 0.4 -0.1 0.0 0.00
H 0.25592 -2.27599 -2.97628 0.3 -0.2 0.1 0.01
H -0.08364 -2.90565 -5.42846 0.0 -0.1 0.0 0.00
C 0.39820 -2.04760 2.40284 -0.7 0.1 0.4 0.00
C 1.73793 -2.62899 2.70714 0.3 -1.1 -2.1 0.00
C 2.49211 -3.18245 1.42592 0.8 0.3 1.2 0.00
O 2.46402 -1.70637 3.42656 0.8 0.2 1.1 0.00
H 0.45520 -1.16520 1.76549 0.1 -0.1 -0.4 0.00
H 0.02909 -1.65719 3.35122 -0.4 -0.2 0.1 0.00
H -0.27157 -2.80812 2.00145 -0.2 0.2 -0.1 0.00
H 1.62045 -3.51032 3.33767 -0.1 0.1 0.3 0.00
H 3.48735 -3.44416 1.78523 0.2 0.0 0.1 0.00
H 2.69905 -2.45528 0.64074 -0.5 0.2 -0.1 0.00
H 2.13584 -4.11991 0.99892 -0.6 0.2 0.0 0.00
H 2.79894 -0.98546 2.88830 0.3 0.1 -0.5 0.00
C -2.11847 -3.95534 -0.05581 0.6 2.3 0.5 0.00
C -2.93123 -2.62946 0.38372 3.3 -1.6 -0.4 0.00
C -2.85172 -1.46623 -0.61051 -0.3 -0.6 0.5 0.00
O -4.18165 -3.08466 0.61743 -2.8 0.1 0.7 0.00
H -2.11385 -4.73649 0.70437 -1.0 -0.1 -0.2 0.00
H -1.04661 -3.76275 -0.10186 0.1 0.4 -0.5 0.00
H -2.49621 -4.19970 -1.04865 0.1 -0.6 0.2 0.00
H -2.54225 -2.28764 1.34286 0.0 0.0 0.1 0.00
H -1.83649 -1.17565 -0.88066 0.0 -0.2 0.0 0.00
H -3.33319 -0.61083 -0.13660 -0.1 0.1 -0.2 0.00
H -3.41825 -1.78145 -1.48674 0.1 0.3 -0.3 0.00
H -4.60960 -3.35434 -0.19850 0.0 -0.1 -0.1 0.00
C -1.55852 2.48772 2.56806 0.4 0.4 1.0 -0.01
C -2.54316 3.57353 2.92441 -1.5 0.6 -0.5 0.00
C -3.71848 3.59245 1.90471 0.4 -0.5 -0.1 0.00
O -2.99741 3.44800 4.27400 -0.1 0.0 -0.4 0.00
H -2.00155 1.49182 2.57078 -0.3 0.1 -0.6 0.00
H -0.86564 2.41645 3.40648 0.5 0.2 -0.2 0.00
H -1.04881 2.77096 1.64714 0.1 -0.5 -0.1 0.00
H -2.14504 4.58820 2.92812 0.7 -0.2 -0.2 0.00
H -4.39957 4.44007 1.98066 -0.2 -0.3 0.5 0.00
H -4.18075 2.60539 1.91534 -0.7 0.1 0.6 0.00
H -3.44057 3.58591 0.85074 0.9 0.4 -0.1 0.01
H -3.67104 2.76505 4.31145 -0.1 -0.2 0.0 0.00
```
Positions in Å, forces in eV/Å.

---

Record 3
Molecular formula: C36H86BNO12P
Method: DFT, wB97M-V/def2-TZVPD

Its multiplicity is 1. The orbital gap is 6.63 eV. As for the electronic energy: -2747.010907 Ha. Its charge is -1.

The geometry in XYZ format:
```
137
Properties=species:S:1:pos:R:3:forces:R:3:lowdin_charge:R:1
C 4.05833 2.64174 3.97667 -0.1 0.2 -0.8 -0.10
C 3.44137 2.26155 2.62554 0.3 -0.2 0.6 -0.26
C 4.32451 1.28660 1.85769 0.1 0.3 -0.4 -0.21
C 3.99335 1.07966 0.35862 -0.5 -0.4 0.5 -0.20
C 2.63652 1.61211 -0.10056 0.5 0.0 -0.3 -0.22
C 2.62771 3.06027 -0.57830 -0.4 -0.3 -0.7 -0.20
C 1.19577 3.50188 -0.94458 0.4 0.1 0.6 -0.21
C 0.61357 4.62796 -0.08541 -0.6 0.2 -0.9 -0.23
C -0.93118 4.54664 -0.07027 0.5 0.0 1.1 -0.14
B -1.59309 3.95270 1.34624 -0.1 -0.2 -0.4 -0.63
C -1.65177 5.24324 2.37111 0.4 -0.3 0.2 -0.21
N -1.63457 4.93375 3.84009 -0.2 0.0 -0.2 -0.02
C -3.06839 3.29778 0.94842 0.7 0.8 0.0 -0.14
C -4.23258 3.65754 1.85099 -0.4 -1.0 -0.3 -0.25
C -4.19934 2.96374 3.21318 0.2 -0.3 0.1 -0.21
P -4.92816 1.32176 3.24359 -0.1 1.6 -0.6 0.53
O -6.39049 1.36399 3.42491 -0.5 -0.6 0.4 -0.28
O -4.57639 0.67056 1.81142 0.3 -0.3 0.7 -0.21
C -5.10361 -0.62432 1.52027 0.2 -0.4 -0.4 -0.26
C -3.99553 -1.67219 1.55086 -0.1 0.2 0.5 -0.08
O -4.16656 0.57902 4.46076 -0.5 -0.4 -0.6 -0.19
C -4.94299 -0.26856 5.31862 0.5 -0.2 0.6 -0.28
C -5.03163 -1.71754 4.89051 -0.2 0.1 0.4 -0.07
C -0.59728 2.80117 1.98193 -0.2 0.2 0.3 -0.12
O -1.28441 1.79530 2.78311 0.1 0.1 -0.3 -0.17
C -0.80363 0.50335 2.57520 -0.6 -0.3 0.1 -0.29
C -1.18005 -0.09710 1.22381 0.7 0.5 -0.3 -0.07
H 5.10692 2.87964 3.82749 0.3 -0.1 0.2 0.06
H 3.94819 1.83734 4.69346 0.1 0.0 0.3 0.07
H 3.58673 3.55446 4.32321 -0.2 0.0 0.4 0.07
H 3.24493 3.18079 2.09160 -0.1 0.1 -0.3 0.09
H 2.49505 1.77157 2.82683 -0.4 0.2 -0.2 0.09
H 5.36855 1.58633 1.95596 0.1 0.1 0.0 0.09
H 4.24266 0.33089 2.36997 0.1 -0.3 0.1 0.10
H 3.96495 0.00611 0.19493 0.1 -0.2 -0.1 0.09
H 4.77197 1.44795 -0.30258 0.2 0.2 0.0 0.10
H 1.87241 1.41531 0.64014 -0.2 0.1 0.3 0.08
H 2.34651 1.01673 -0.96465 -0.2 -0.1 -0.2 0.11
H 3.11053 3.74674 0.10903 0.0 0.1 0.2 0.09
H 3.22502 3.07470 -1.48998 0.3 0.1 -0.1 0.10
H 1.14393 3.81922 -1.98421 0.0 0.0 -0.2 0.10
H 0.54801 2.63353 -0.86705 -0.2 -0.2 0.0 0.09
H 1.05741 4.67665 0.90722 0.0 -0.3 0.2 0.09
H 0.88956 5.55772 -0.58605 0.3 0.2 0.1 0.09
H -1.32002 5.56316 -0.15448 -0.3 0.1 -0.3 0.08
H -1.23652 3.97380 -0.94599 -0.2 0.0 -0.2 0.07
H -2.46565 5.93628 2.13734 -0.2 0.1 -0.1 0.08
H -0.74379 5.82266 2.18089 0.2 0.1 -0.1 0.08
H -1.01442 5.55989 4.33743 -0.1 0.1 0.0 0.04
H -2.56442 5.06992 4.21744 0.1 0.0 0.2 0.04
H -2.93891 2.22385 0.85152 -0.3 -0.3 0.1 0.07
H -3.32393 3.65719 -0.05137 -0.1 0.1 -0.2 0.08
H -4.32796 4.72728 1.99742 0.2 0.3 0.1 0.09
H -5.16532 3.35772 1.36507 -0.3 0.1 0.0 0.10
H -3.20399 2.92297 3.64943 0.2 0.0 -0.1 0.07
H -4.84648 3.50483 3.89890 -0.2 0.0 0.3 0.09
H -5.50800 -0.61223 0.51470 -0.2 0.4 -0.2 0.11
H -5.93305 -0.86764 2.17535 -0.1 0.0 0.3 0.09
H -4.37038 -2.63665 1.87711 -0.1 -0.2 -0.1 0.07
H -3.50087 -1.77080 0.59233 0.0 0.0 -0.1 0.07
H -3.24931 -1.34198 2.26666 0.1 -0.1 0.1 0.04
H -5.92459 0.14291 5.52350 -0.2 0.2 -0.3 0.11
H -4.40654 -0.27389 6.26140 0.2 0.3 0.2 0.11
H -4.12140 -2.03375 4.40420 0.2 -0.1 -0.4 0.06
H -5.92086 -1.93487 4.31263 0.0 0.0 -0.4 0.07
H -5.10410 -2.30120 5.80493 -0.1 -0.2 0.1 0.07
H 0.13949 3.27058 2.64388 0.2 0.0 0.2 0.10
H -0.01991 2.28630 1.21442 0.0 -0.1 -0.2 0.07
H -1.27988 -0.12255 3.33552 0.1 0.0 0.3 0.10
H 0.28318 0.44581 2.71752 0.2 0.0 0.0 0.10
H -0.54052 0.33898 0.46054 0.1 0.0 -0.3 0.06
H -0.99930 -1.16913 1.21639 -0.1 -0.2 0.0 0.07
H -2.20221 0.13936 0.95735 -0.2 0.0 0.1 0.05
C -2.78172 0.98005 -6.24351 0.0 -0.1 0.0 -0.11
O -1.93616 0.20251 -5.41819 0.0 0.1 -0.1 -0.21
C -0.71985 0.86419 -5.08991 0.0 -0.3 0.1 -0.20
C -0.74901 1.43972 -3.69175 0.1 0.4 0.0 -0.21
O -1.68910 2.49420 -3.58513 -0.1 -0.2 -0.2 -0.19
C -2.88830 2.09407 -2.93671 0.1 0.0 0.2 -0.10
H -3.75160 0.48520 -6.28167 0.0 0.0 0.0 0.09
H -2.91458 1.98883 -5.84624 0.0 0.0 0.0 0.08
H -2.37737 1.03779 -7.26164 0.0 0.1 0.0 0.09
H -0.50130 1.65071 -5.81874 0.0 0.0 0.0 0.13
H 0.07854 0.11568 -5.14816 0.0 0.0 0.0 0.12
H 0.23739 1.85706 -3.46207 0.0 -0.1 0.0 0.12
H -0.96141 0.65649 -2.95728 0.0 0.0 0.0 0.13
H -2.70516 1.95565 -1.86654 -0.1 0.0 0.0 0.08
H -3.28971 1.17112 -3.36579 0.0 0.0 0.0 0.08
H -3.62326 2.88735 -3.06211 0.1 0.1 0.0 0.09
C -2.76753 -3.96591 -9.17833 -0.1 0.0 0.0 -0.11
O -3.19852 -4.69243 -8.04298 0.1 0.0 -0.1 -0.19
C -2.22809 -5.61089 -7.56333 -0.3 0.0 0.1 -0.21
C -1.50152 -5.07733 -6.34817 0.3 0.0 -0.1 -0.21
O -0.69985 -3.95504 -6.66975 -0.1 0.1 0.0 -0.19
C -1.28516 -2.71683 -6.28681 0.1 0.0 0.0 -0.11
H -3.48807 -3.16804 -9.35154 0.0 0.0 0.0 0.09
H -1.78085 -3.52348 -9.02295 0.0 0.0 0.0 0.08
H -2.74270 -4.61409 -10.06205 0.1 0.0 0.0 0.09
H -1.51141 -5.86203 -8.35134 0.0 0.0 0.0 0.12
H -2.76056 -6.52640 -7.28475 0.0 0.0 0.0 0.12
H -0.83308 -5.85782 -5.96876 0.0 0.0 0.0 0.12
H -2.21590 -4.83047 -5.55716 0.0 0.0 0.0 0.13
H -1.25366 -2.59361 -5.20084 -0.1 0.0 0.0 0.09
H -2.31879 -2.63720 -6.62952 0.0 0.0 0.0 0.09
H -0.70467 -1.91848 -6.74351 0.0 0.0 0.0 0.08
C 1.60729 -5.45085 4.84353 0.0 0.0 0.1 -0.12
O 1.67858 -4.17034 5.43904 0.0 -0.1 -0.1 -0.19
C 2.26392 -3.19111 4.58948 0.0 0.1 0.3 -0.20
C 1.22102 -2.30333 3.94926 0.1 0.0 -0.3 -0.21
O 0.40821 -3.02620 3.03654 0.0 -0.1 0.1 -0.19
C -0.86825 -3.34978 3.55702 0.0 0.1 -0.1 -0.11
H 0.98331 -6.07664 5.48052 0.0 0.0 0.0 0.09
H 1.16326 -5.40766 3.84601 0.0 0.0 0.0 0.08
H 2.60488 -5.90112 4.77947 0.0 0.0 -0.1 0.09
H 2.87836 -3.66839 3.81967 0.0 0.0 0.0 0.12
H 2.91924 -2.57363 5.21196 0.0 0.0 0.0 0.12
H 1.72826 -1.51902 3.37811 0.0 0.0 0.1 0.12
H 0.60791 -1.81805 4.71371 0.0 0.0 0.0 0.13
H -1.49643 -2.45416 3.61514 0.0 0.0 0.1 0.07
H -0.79657 -3.80789 4.54726 0.0 0.0 0.0 0.09
H -1.33367 -4.05908 2.87333 0.0 0.0 0.0 0.09
C 7.66878 -4.16583 -1.39767 0.1 0.0 0.0 -0.11
O 8.56175 -3.08321 -1.58726 -0.1 0.0 0.0 -0.19
C 8.08603 -2.12370 -2.52029 0.3 0.0 0.1 -0.21
C 7.51710 -0.90364 -1.83045 -0.3 0.1 -0.1 -0.21
O 6.33781 -1.21328 -1.10952 0.1 -0.1 0.1 -0.19
C 6.54548 -1.33185 0.28670 0.0 0.1 0.0 -0.11
H 8.02227 -4.73811 -0.54121 0.0 0.0 0.0 0.09
H 6.65231 -3.81993 -1.19698 0.0 0.0 0.0 0.08
H 7.66502 -4.81852 -2.27786 -0.1 0.0 0.0 0.09
H 7.33588 -2.56732 -3.18156 0.0 0.0 0.0 0.13
H 8.94034 -1.81796 -3.13329 0.0 0.0 0.0 0.12
H 7.24812 -0.16335 -2.59120 0.0 0.0 0.0 0.13
H 8.26776 -0.45473 -1.17269 0.0 0.0 0.0 0.13
H 6.71740 -0.34558 0.73056 0.0 0.0 0.1 0.08
H 7.39087 -1.98688 0.51389 0.0 0.0 0.0 0.08
H 5.64360 -1.75658 0.72419 0.0 0.0 -0.1 0.09
```
Positions in Å, forces in eV/Å.

---

Record 4
Molecular formula: C4H10NO
Method: DFT, wB97M-V/def2-TZVPD

Its multiplicity is 1. The orbital gap is 3.57 eV. As for the electronic energy: -288.009237 Ha. Its charge is +1.

The geometry in XYZ format:
```
16
Properties=species:S:1:pos:R:3:forces:R:3:nbo_charge:R:1
O 1.52387 -0.37848 0.52566 0.2 0.3 -0.5 -0.30
C 0.36955 -0.64051 0.66353 -0.2 -0.5 1.1 0.28
C -0.64193 -0.28848 -0.37147 -0.4 0.6 -0.9 0.39
C -2.02920 -0.56273 -0.24234 0.5 -1.2 0.6 -0.57
C -2.87717 0.71535 0.05029 -0.2 1.1 -0.4 -0.56
N 4.39038 0.40788 -0.41047 0.0 0.0 -0.2 -1.08
H -0.00945 -1.14374 1.57117 -0.1 0.0 -0.2 0.17
H -0.29249 0.21752 -1.27610 0.2 0.0 0.2 0.24
H -2.17287 -1.27131 0.57391 -0.2 0.0 0.0 0.26
H -2.32716 -1.03194 -1.19559 -0.3 0.4 -0.1 0.32
H -3.91314 0.41118 0.18999 0.1 -0.2 0.0 0.27
H -2.53682 1.24196 0.94460 0.0 -0.3 -0.1 0.24
H -2.83861 1.42114 -0.78612 0.0 -0.2 0.1 0.25
H 4.87959 -0.47808 -0.39558 0.0 0.0 0.0 0.36
H 3.51440 0.29851 0.07617 0.2 0.0 0.1 0.35
H 4.96103 1.08172 0.08235 0.0 0.0 0.0 0.37
```
Positions in Å, forces in eV/Å.

---

Q: Number 2 is which compound?
A: C14H40Li5O12S

---

Please write out number 1 again, unchanged.
Molecular formula: C5H9NO
Method: DFT, wB97M-V/def2-TZVPD

Its multiplicity is 1. The orbital gap is 10.63 eV. As for the electronic energy: -325.886726 Ha. The SMILES is C=CCCNC=O.

The geometry in XYZ format:
```
16
Properties=species:S:1:pos:R:3:forces:R:3:nbo_charge:R:1
C -0.69297 -0.63393 2.51120 -0.7 0.5 -0.4 -0.37
C -0.12345 -0.90216 1.33824 0.1 -0.3 1.5 -0.21
C 0.87837 0.01434 0.71016 -0.2 -0.1 -1.1 -0.45
C 0.85305 -0.06186 -0.82057 0.6 -0.1 -0.2 -0.21
N -0.43515 0.38429 -1.30849 -0.3 -0.3 0.4 -0.63
C -0.72215 1.00543 -2.47887 0.4 0.0 0.3 0.54
O -1.74786 1.60730 -2.69356 -0.2 -0.2 -0.3 -0.60
H -0.72926 0.38574 2.88634 0.4 -0.1 0.3 0.19
H -1.27569 -1.36191 3.06491 0.0 0.0 -0.2 0.20
H -0.28523 -1.91807 0.98820 0.5 0.0 -0.4 0.20
H 1.88561 -0.25626 1.03427 0.0 -0.1 0.1 0.23
H 0.70970 1.05441 0.99916 -0.1 -0.1 0.2 0.22
H 1.66120 0.55349 -1.21299 -0.1 0.3 -0.1 0.20
H 1.12144 -1.07087 -1.16102 -0.4 -0.1 0.2 0.18
H -1.19500 0.29598 -0.64310 0.0 0.3 -0.2 0.40
H 0.09740 0.90407 -3.21386 0.0 0.2 0.0 0.10
```
Positions in Å, forces in eV/Å.